Entry 1:
This record from OMol25 describes 2 unconnected molecules or ions with the total composition C2H6ClNO2. The level of theory is the ωB97M-V functional and the def2-TZVPD basis.

HOMO-LUMO gap, eV: 10.6
Highest occupied orbital energy, eV: -10.07
Energy, a.u.: -745.18479
Energy above the lowest of the compared OMol25 structures with the same formula, charge and spin, kcal/mol: 18.6
SMILES: [H]/N=C(/O)Cl.CO

Last column: natural (NBO) charge in e.
Positions of all 12 atoms, in Å:
C1 1.9621 -0.0407 -0.2732  -0.281
C2 -2.0605 -0.1558 -0.0600  0.600
N1 -1.3566 -1.1612 -0.2477  -0.757
O1 1.0281 0.6562 0.6182  -0.760
O2 -1.6306 1.0454 0.1336  -0.688
Cl1 -3.8521 0.0331 -0.1515  -0.101
H1 2.6939 0.7757 -0.7447  0.175
H2 1.2624 -0.5586 -1.0671  0.234
H3 -1.6736 -2.0816 -0.2616  0.378
H4 2.5770 -0.6828 0.5358  0.186
H5 1.6636 1.0708 1.2654  0.478
H6 -0.6137 1.0994 0.2527  0.536

Forces on the atoms, in the same order (eV/Å):
0.4447 0.3961 0.6179
-0.9022 -0.5476 -0.5332
1.1944 1.2683 0.3980
1.8029 0.7670 0.4812
2.0509 1.8870 0.4023
0.3525 -0.7440 0.1091
-1.5629 -1.9855 0.6788
1.9500 0.6483 1.7393
-1.2377 -1.3036 -0.2588
-1.1718 0.6601 -2.7307
-1.5434 -0.3402 -0.7532
-1.3774 -0.7058 -0.1506

***

Entry 2:
This record from OMol25 describes a molecular structure, C20H19N5O2Tc. The level of theory is the ωB97M-V functional and the def2-TZVPD basis.

HOMO-LUMO gap (spin up / spin down), eV: 8.2 / 5.0
Highest occupied orbital energy (spin up / spin down), eV: -22.10 / -22.17
Energy, a.u.: -1276.75174
Energy above the lowest of the compared OMol25 structures with the same formula, charge and spin, kcal/mol: 0.0
Expectation value of S²: 3.7886
Total charge: +4
Multiplicity: 4

Last column: natural (NBO) charge in e.
Positions of all 47 atoms, in Å:
N1 -0.0484 2.0942 -0.4385  -0.533
C1 0.2292 3.2265 -0.3783  0.540
C2 0.3486 4.6481 -0.3605  -0.780
H1 -0.6532 5.1099 -0.4166  0.328
H2 0.9442 4.9786 -1.2269  0.319
H3 0.8445 4.9964 0.5580  0.312
N2 2.0100 -1.3054 -1.1828  -0.428
C3 2.9616 -1.9301 -1.1791  0.673
C4 4.1283 -2.6887 -1.1444  -0.775
H4 4.7979 -2.2326 -1.8778  0.335
H5 3.8549 -3.7074 -1.4307  0.337
H6 4.5810 -2.6821 -0.1498  0.334
N3 -1.9353 -0.8024 -0.4386  -0.531
C5 -2.8603 -1.5121 -0.3755  0.541
C6 -4.1123 -2.1945 -0.3575  -0.781
H7 -4.0989 -3.0279 0.3604  0.313
H8 -4.3236 -2.5985 -1.3620  0.320
H9 -4.9224 -1.4999 -0.0741  0.327
Tc1 0.4731 -0.3082 -0.7091  0.577
C7 0.2882 -1.8268 0.4596  0.738
O1 0.3084 -2.7235 1.2291  -0.335
C8 1.7863 0.4754 0.4596  0.738
O2 2.6200 0.8183 1.2314  -0.337
C9 0.6506 1.2437 -3.0314  -0.128
C10 -0.7355 1.2974 -2.8799  -0.156
C11 -1.4839 0.1411 -2.8811  -0.157
C12 -0.8701 -1.1012 -3.0309  -0.177
C13 0.5087 -1.1622 -3.2283  -0.180
C14 1.2678 0.0115 -3.2288  -0.201
H10 1.2230 2.1608 -3.2103  0.275
H11 -1.2570 2.2654 -2.9515  0.281
H12 -2.5812 0.2226 -2.9542  0.283
H13 -1.4722 -1.9990 -3.2097  0.285
H14 0.9555 -2.1180 -3.5248  0.284
H15 2.3228 -0.0059 -3.5285  0.284
N4 0.2819 -0.1837 7.2006  -0.004
C15 -0.0774 0.0500 6.1134  0.143
C16 -0.4280 0.2784 4.7328  -0.074
C17 -1.1911 -0.6502 4.0198  -0.015
C18 -1.2445 -0.5507 2.6332  0.236
N5 -0.4945 0.3216 1.9719  -0.518
C19 -0.0011 1.3606 2.6334  0.234
C20 0.1119 1.3519 4.0193  -0.010
H16 -1.7120 -1.4645 4.5002  0.299
H17 -1.9297 -1.1717 2.0697  0.242
H18 0.2885 2.2378 2.0696  0.242
H19 0.6452 2.1573 4.4999  0.298

Forces on the atoms, in the same order (eV/Å):
0.8838 1.2294 0.6326
-1.2798 -1.9752 -0.1838
0.3502 1.0957 -0.0324
0.2927 -0.2397 -0.0030
-0.1537 -0.0208 0.2550
-0.0896 -0.0889 -0.2487
1.0021 -0.6637 0.2220
0.3402 -0.2026 0.3808
0.9509 -0.6043 -0.3137
0.3840 -0.3020 -0.0640
0.3078 -0.1938 -0.1014
0.0215 0.0118 -0.0002
-0.7871 -1.3176 0.6519
1.3338 1.9870 -0.2077
-0.8864 -0.7727 -0.0165
-0.0052 0.1557 -0.2077
0.0187 0.0838 0.3144
0.3317 -0.1404 -0.1146
-2.8490 1.8756 -2.2150
0.4548 -5.3372 4.9161
-0.3053 4.6449 -4.2326
5.3459 1.8305 5.1592
-4.6664 -1.6976 -4.4831
0.4877 0.2447 -0.5654
-0.6860 0.9093 -0.7968
-1.1810 0.3135 -0.7861
0.0671 -0.6039 -0.5855
-0.5338 -0.8735 -0.4452
0.6575 0.7832 -0.4800
-0.1569 -0.3380 0.3657
0.3445 -0.5231 0.3539
0.6405 -0.1071 0.3582
0.2377 0.2825 0.3667
-0.0805 0.3599 0.3172
-0.3815 -0.0716 0.3319
-0.7089 0.4607 -2.0824
0.3124 -0.2015 1.5949
0.4886 -0.2978 0.8105
0.0426 0.1444 1.9688
0.3445 0.7153 -1.0335
-0.7659 0.4554 -1.2228
-0.5053 -0.6046 -1.0177
-0.1242 -0.1252 1.9897
-0.0142 -0.1145 0.3185
0.2029 -0.1336 -0.0915
0.2086 -0.1081 -0.1022
0.1082 0.0760 0.3254